DFT (ωB97M-V with the def2-TZVPD basis set) results for a 3-piece molecular cluster, C22H50BFNO2 overall.

Summary:
LUMO: 2.70 eV
HOMO: -4.423 eV
Strongest force on any atom: 0.117 hartree/bohr
Frontier orbital gap: 7.13 eV
Electronic energy: -32598.46840 eV
Energy above the lowest of the compared OMol25 structures with the same formula, charge and spin: 5.3918 eV
Charge: -1

CARTESIAN COORDINATES (ANGSTROEM)
F: -2.75 2.95 -1.10
O: 0.00 -3.42 -1.61
O: 0.10 -0.48 -2.69
N: -1.25 1.40 -4.21
C: -1.90 -1.33 -1.45
C: 5.37 -3.66 0.53
C: 5.44 -5.54 2.31
C: 4.25 -2.85 1.20
C: 2.57 -0.47 -3.12
C: -0.93 1.21 -0.95
C: 2.86 -3.26 0.75
C: -2.36 1.75 -0.27
C: 5.36 -5.16 0.83
C: 6.72 -5.08 2.98
C: 3.98 0.28 -2.65
C: 5.31 -0.67 -2.87
C: 1.31 0.21 -2.24
C: -5.08 3.81 1.61
C: -6.97 5.30 2.56
C: -0.67 -2.36 -0.68
C: -7.64 4.21 3.38
C: -1.11 -4.04 -0.57
C: -3.97 4.37 2.50
C: -3.26 5.58 1.90
C: -6.24 4.77 1.32
C: -2.11 0.57 -3.28
B: -1.12 0.00 -2.04
H: 5.14 -1.73 -2.39
H: 5.37 -6.63 2.40
H: 6.20 -5.63 0.30
H: 6.33 -3.24 0.83
H: -1.84 -4.19 -1.47
H: 4.40 -1.79 0.95
H: -3.94 6.42 1.77
H: -0.31 0.76 -0.04
H: 6.23 -0.15 -2.31
H: 6.74 -5.41 4.03
H: -2.82 5.33 0.93
H: -5.88 5.62 0.74
H: -6.28 5.87 3.19
H: 2.75 -3.16 -0.33
H: -8.36 3.66 2.77
H: 1.60 0.05 -1.12
H: 4.32 -2.92 2.29
H: -6.91 3.51 3.79
H: 2.11 -2.63 1.23
H: 5.30 -3.53 -0.56
H: -8.18 4.66 4.22
H: 6.81 -3.99 2.98
H: -3.23 3.58 2.67
H: -4.64 3.51 0.65
H: -0.34 -4.81 -0.15
H: 4.46 -5.62 0.40
H: 4.18 1.28 -3.26
H: 4.57 -5.14 2.86
H: 2.61 -1.64 -2.99
H: -3.07 1.10 -2.89
H: -7.74 6.01 2.23
H: 5.63 -0.79 -4.00
H: -1.87 1.93 -4.86
H: -2.46 -0.39 -3.89
H: -2.38 -2.02 -2.27
H: -3.22 0.95 -0.32
H: -2.11 2.15 0.79
H: 1.33 1.36 -2.57
H: -2.46 5.91 2.57
H: -5.47 2.89 2.06
H: -6.96 4.25 0.68
H: -2.59 -1.12 -0.52
H: -0.02 -1.87 0.28
H: 3.87 0.61 -1.52
H: -0.43 2.20 -1.39
H: -0.64 2.03 -3.64
H: 2.43 -0.18 -4.26
H: 2.63 -4.30 1.02
H: -4.37 4.63 3.49
H: 7.60 -5.50 2.48